This record from the OMol25 dataset describes a molecular structure, C53H56Cr2N10O5 at a distorted geometry. The level of theory is ωB97M-V/def2-TZVPD.

Geometry as ORCA input:
```
! wB97M-V def2-TZVPD RIJCOSX def2/J DEFGRID3
* xyz 0 9
Cr -0.03501 0.25624 -0.74898
Cr 0.33487 -3.91341 -1.96453
C 1.83232 -3.06136 -4.84686
O 1.20290 -3.87114 -3.85154
H 2.10945 -2.06887 -4.49151
H 2.74488 -3.52296 -5.22403
H 1.17665 -2.97172 -5.71298
C 1.23731 2.02773 -3.55386
O 0.62767 1.47223 -2.45208
H 1.87151 2.85568 -3.23705
H 1.70840 1.23399 -4.13366
H 0.61552 2.44328 -4.34683
C -0.33369 -2.29137 -0.18519
O -0.45109 -3.50138 0.05023
O 0.04589 -1.93826 -1.26243
O -0.49508 -1.35737 0.59656
N 2.51377 -4.05355 4.78801
C 2.17049 -5.34456 4.96228
C 0.99924 -5.78247 4.37947
C 0.18641 -4.95820 3.65033
C 0.45230 -3.65450 3.50538
C 1.65300 -3.25209 4.10721
H 2.74883 -5.96265 5.63302
H 0.74382 -6.83161 4.35803
H -0.70500 -5.33219 3.16874
H -0.20969 -2.96413 3.00383
H 1.99977 -2.24828 3.91090
N -3.23383 -0.48831 3.85195
C -3.91061 0.05662 4.92113
C -3.29260 0.10437 6.13018
C -1.95172 -0.32637 6.25712
C -1.27588 -0.83099 5.16863
C -1.97633 -0.87427 3.99652
H -4.92148 0.43544 4.88901
H -3.78495 0.52466 6.99468
H -1.37846 -0.36324 7.17168
H -0.21204 -1.00013 5.24616
H -1.47471 -1.29564 3.13789
N -0.57523 8.04114 -0.18463
C -0.85240 6.72709 0.11633
C -1.35437 5.82955 -0.79076
C -1.51763 6.21877 -2.10491
C -1.42997 7.58306 -2.40115
C -0.90553 8.50572 -1.41659
H -0.64607 6.46577 1.14372
H -1.62136 4.79771 -0.61636
H -1.94991 5.47138 -2.75370
H -1.59473 7.93364 -3.40929
H -0.69147 9.53922 -1.64559
N -2.11117 0.54186 -1.22606
C -3.02544 -0.48297 -1.33862
C -4.33486 -0.29382 -1.73375
C -4.84564 1.00514 -1.85653
C -3.94119 2.10744 -1.70294
C -2.61743 1.77958 -1.44983
H -2.66018 -1.48921 -1.19566
H -5.00136 -1.13153 -1.87665
H -5.85234 1.22156 -2.18226
H -4.25453 3.13737 -1.78930
H -1.88898 2.57647 -1.42239
N 4.54486 3.80202 2.48613
C 4.22033 3.04112 1.41087
C 4.00205 3.52170 0.14675
C 3.94043 4.91693 -0.06137
C 4.10529 5.70769 1.11806
C 4.45528 5.16615 2.33538
H 4.26236 1.97451 1.57511
H 3.97625 2.84457 -0.69423
H 3.78382 5.26382 -1.07209
H 4.17836 6.78395 1.06603
H 4.64768 5.76821 3.21111
N -5.25804 -2.56265 0.08207
C -5.65089 -3.81342 -0.10685
C -5.22042 -4.91742 0.68790
C -4.13101 -4.69171 1.50531
C -3.53309 -3.44068 1.54102
C -4.19743 -2.41325 0.92851
H -6.54116 -4.02448 -0.68066
H -5.68487 -5.85892 0.43440
H -3.61563 -5.40328 2.13336
H -2.59846 -3.40057 2.08070
H -3.75281 -1.43741 1.05674
N -3.68880 0.07854 -6.87685
C -2.95402 -0.83834 -7.57059
C -1.51928 -0.94627 -7.40382
C -0.96625 -0.19131 -6.32413
C -1.79176 0.69880 -5.58807
C -3.14423 0.76851 -5.84477
H -3.48338 -1.25188 -8.41626
H -0.88156 -1.56696 -8.01575
H 0.07824 -0.31133 -6.07706
H -1.50193 1.21822 -4.68662
H -3.61898 1.48185 -5.18739
N 2.00510 -0.02915 -0.07023
C 2.89305 -0.31887 -1.06552
C 4.18806 -0.73502 -0.86028
C 4.69146 -0.87174 0.42462
C 3.89570 -0.38355 1.46677
C 2.58503 -0.04732 1.17251
H 2.53763 -0.42152 -2.08019
H 4.86232 -1.03043 -1.65052
H 5.65728 -1.26632 0.70377
H 4.11418 -0.53075 2.51415
H 1.93254 -0.14999 2.02697
N -0.00347 1.83069 0.84525
C -0.86693 1.80286 1.90509
C -0.91359 2.76369 2.86994
C -0.04908 3.88931 2.87510
C 0.84481 3.92929 1.83206
C 0.84958 2.90297 0.83454
H -1.57013 0.98367 1.93399
H -1.55544 2.53451 3.70775
H -0.01991 4.63140 3.65922
H 1.53846 4.74937 1.71932
H 1.59411 2.90670 0.05220
N 2.47885 -4.06921 -0.91399
C 3.68769 -4.26193 -1.49943
C 4.86964 -4.46007 -0.73458
C 4.90656 -4.43459 0.67304
C 3.70022 -4.24468 1.24819
C 2.56277 -4.05510 0.48813
H 3.63912 -4.23171 -2.57792
H 5.80971 -4.58110 -1.25229
H 5.79867 -4.42359 1.28166
H 3.57099 -4.06088 2.30456
H 1.64297 -3.71782 0.94268
*
```

The energy above the lowest of the compared OMol25 structures with the same formula, charge and spin is 0.446 eV. The orbital gap (spin up / spin down) comes out at 6.4 / 7.4 eV. For the energy, the calculation gives -5065.80683 a.u. The lowest unoccupied orbital energy (spin up / spin down) comes out at 0.1 / 0.0 eV. The expectation value of S² is 20.03.

Results of the Löwdin charge analysis, in e, for atoms 1 through 6:
1 Cr 0.732
2 Cr 0.995
3 C -0.252
4 O -0.466
5 H 0.054
6 H 0.054